1.
This record from the OMol25 dataset describes a structure of composition C37H99CdN6O16. The level of theory is the ωB97M-V functional and the def2-TZVPD basis.

Results
* largest force on an atom: 3.41 eV Å⁻¹
* E_tot: -86216.734 eV
* relative energy (zero: lowest compared OMol25 entry of this formula, charge and spin): 715.66 kJ/mol
* E_HOMO: -0.3512 hartree
* net charge: +1
* LUMO energy: -6.061 eV

CARTESIAN COORDINATES (ANGSTROEM)
1 Cd -2.052 -4.127 -3.873
2 C 0.999 0.136 -2.262
3 O 0.239 -0.916 -2.851
4 H 2.034 -0.083 -1.998
5 H 1.049 0.981 -2.948
6 H 0.475 0.578 -1.415
7 C -0.260 -6.237 -2.327
8 O -1.444 -6.254 -3.164
9 C -2.154 -7.529 -3.106
10 C -3.240 -7.464 -4.181
11 N -3.980 -6.230 -4.070
12 C -4.727 -5.938 -5.341
13 C -5.155 -4.389 -5.244
14 O -4.049 -3.609 -4.766
15 C -4.479 -2.210 -4.705
16 H -0.581 -6.188 -1.287
17 H 0.366 -5.363 -2.508
18 H 0.405 -7.093 -2.442
19 H -2.529 -7.635 -2.088
20 H -1.448 -8.334 -3.308
21 H -3.833 -8.378 -4.138
22 H -2.743 -7.528 -5.149
23 H -4.631 -6.453 -3.331
24 H -5.676 -6.467 -5.426
25 H -4.135 -6.012 -6.253
26 H -6.061 -4.258 -4.653
27 H -5.421 -4.086 -6.257
28 H -5.409 -2.034 -4.163
29 H -4.666 -1.789 -5.692
30 H -3.759 -1.490 -4.318
31 C -8.446 -6.991 -0.828
32 O -7.162 -7.281 -0.276
33 C -7.306 -7.825 1.093
34 C -5.958 -7.878 1.846
35 N -5.503 -6.565 2.260
36 C -4.298 -6.726 3.116
37 C -3.756 -5.449 3.710
38 O -3.125 -4.522 2.785
39 C -2.537 -3.423 3.383
40 H -9.051 -7.886 -0.686
41 H -8.497 -6.589 -1.840
42 H -8.942 -6.237 -0.216
43 H -7.660 -8.850 0.980
44 H -8.021 -7.303 1.728
45 H -5.231 -8.341 1.179
46 H -6.120 -8.489 2.734
47 H -6.177 -6.144 2.885
48 H -3.493 -7.140 2.509
49 H -4.545 -7.452 3.890
50 H -2.962 -5.727 4.402
51 H -4.551 -5.045 4.336
52 H -1.970 -2.849 2.650
53 H -1.780 -3.548 4.157
54 H -3.344 -2.749 3.672
55 C 8.723 4.129 6.249
56 O 7.918 5.044 5.537
57 C 8.391 5.327 4.241
58 C 7.322 6.089 3.481
59 N 6.078 5.317 3.460
60 C 5.092 5.936 2.603
61 C 3.723 5.257 2.695
62 O 3.239 5.281 4.019
63 C 1.973 4.655 4.318
64 H 8.283 3.869 7.212
65 H 9.741 4.497 6.372
66 H 8.840 3.182 5.723
67 H 8.559 4.399 3.693
68 H 9.381 5.783 4.237
69 H 7.511 6.420 2.460
70 H 7.126 7.038 3.981
71 H 5.796 5.364 4.429
72 H 5.503 5.912 1.593
73 H 4.876 6.939 2.970
74 H 3.788 4.261 2.256
75 H 3.074 5.809 2.015
76 H 2.076 3.619 3.995
77 H 1.186 5.174 3.771
78 H 1.711 4.651 5.375
79 C -5.331 6.484 10.370
80 O -6.198 7.072 9.444
81 C -7.313 6.276 8.974
82 C -6.906 5.013 8.094
83 N -6.599 5.272 6.628
84 C -5.898 4.100 6.135
85 C -5.868 4.151 4.593
86 O -5.068 3.023 4.137
87 C -4.889 3.030 2.653
88 H -5.857 6.204 11.282
89 H -4.468 7.111 10.593
90 H -4.877 5.512 10.174
91 H -7.997 6.924 8.426
92 H -7.909 5.896 9.804
93 H -7.792 4.385 8.183
94 H -6.126 4.428 8.582
95 H -5.908 6.008 6.604
96 H -6.333 3.174 6.512
97 H -4.897 4.006 6.556
98 H -5.405 5.063 4.217
99 H -6.892 4.169 4.220
100 H -4.472 2.069 2.355
101 H -4.245 3.879 2.426
102 H -5.780 3.079 2.027
103 C 13.148 -7.117 -4.162
104 O 12.316 -7.054 -2.930
105 C 11.268 -6.119 -3.084
106 C 10.205 -6.102 -1.935
107 N 9.244 -4.999 -2.172
108 C 8.310 -4.919 -1.068
109 C 7.413 -3.656 -0.951
110 O 8.242 -2.637 -0.419
111 C 7.673 -1.375 -0.165
112 H 13.710 -8.046 -4.069
113 H 13.782 -6.233 -4.234
114 H 12.490 -7.216 -5.025
115 H 10.806 -6.376 -4.037
116 H 11.795 -5.186 -3.283
117 H 10.679 -5.799 -1.001
118 H 9.664 -7.043 -1.835
119 H 9.747 -4.126 -2.243
120 H 8.755 -5.087 -0.087
121 H 7.593 -5.699 -1.322
122 H 6.609 -3.985 -0.292
123 H 6.974 -3.336 -1.897
124 H 6.848 -1.432 0.545
125 H 7.344 -0.995 -1.132
126 H 8.504 -0.798 0.242
127 C 2.985 8.787 -3.437
128 O 1.809 7.997 -3.577
129 C 1.787 7.199 -4.721
130 C 0.445 6.429 -4.626
131 N -0.635 7.302 -5.023
132 C -1.922 6.568 -4.979
133 C -3.207 7.411 -5.315
134 O -3.353 8.455 -4.361
135 C -4.607 9.069 -4.526
136 H 3.034 8.996 -2.368
137 H 2.949 9.684 -4.054
138 H 3.895 8.256 -3.719
139 H 2.654 6.538 -4.696
140 H 1.763 7.783 -5.641
141 H 0.259 6.000 -3.642
142 H 0.475 5.541 -5.259
143 H -0.614 8.034 -4.328
144 H -2.075 6.247 -3.948
145 H -1.951 5.704 -5.642
146 H -4.000 6.671 -5.421
147 H -3.100 7.900 -6.284
148 H -4.700 9.846 -3.767
149 H -5.415 8.345 -4.415
150 H -4.617 9.453 -5.546
151 O -3.356 -4.173 -0.447
152 H -3.017 -3.504 0.147
153 H -3.882 -4.746 0.112
154 O -1.174 0.025 -7.578
155 H -1.169 -0.913 -7.768
156 H -0.841 0.091 -6.683
157 O 3.332 -2.947 -5.991
158 H 2.990 -2.202 -5.496
159 H 2.552 -3.386 -6.332

These are the Mulliken partial charges, in e, on atoms 1 to 99: Cd 0.84; C -0.55; O -0.48; H 0.23; H 0.21; H 0.26; C -0.83; O -0.09; C -0.67; C -0.76; N 0.05; C -0.78; C -0.62; O -0.20; C -0.81; H 0.32; H 0.32; H 0.30; H 0.41; H 0.42; H 0.39; H 0.38; H 0.01; H 0.34; H 0.43; H 0.48; H 0.43; H 0.32; H 0.34; H 0.30; C -0.77; O -0.26; C -0.67; C -0.68; N -0.23; C -0.86; C -0.58; O -0.20; C -0.89; H 0.32; H 0.23; H 0.33; H 0.42; H 0.37; H 0.33; H 0.43; H 0.24; H 0.36; H 0.46; H 0.38; H 0.35; H 0.24; H 0.32; H 0.38; C -0.78; O -0.29; C -0.64; C -0.77; N -0.36; C -0.61; C -0.66; O -0.30; C -0.70; H 0.25; H 0.29; H 0.33; H 0.32; H 0.47; H 0.48; H 0.36; H 0.25; H 0.41; H 0.34; H 0.38; H 0.40; H 0.30; H 0.27; H 0.24; C -0.76; O -0.32; C -0.65; C -0.43; N -0.42; C -0.65; C -0.44; O -0.31; C -0.72; H 0.33; H 0.29; H 0.27; H 0.34; H 0.38; H 0.33; H 0.34; H 0.27; H 0.38; H 0.34; H 0.30; H 0.31

2.
This record from the OMol25 dataset describes a cluster of 7 separate species, C40H90B2BrIN3O16PS2 in total. The level of theory is the ωB97M-V functional and the def2-TZVPD basis.

Results
* largest force on an atom: 9.96 eV Å⁻¹
* E_tot: -190618.119 eV
* E_HOMO: -0.3137 hartree
* LUMO energy: -0.090 eV

CARTESIAN COORDINATES (ANGSTROEM)
1 C 6.621 -2.077 -0.610
2 C 5.334 -3.021 -0.992
3 C 4.092 -2.341 -0.173
4 N 2.953 -3.237 0.077
5 C 1.602 -2.620 0.100
6 C 1.781 -1.471 1.225
7 C 2.448 -2.014 2.611
8 O 2.324 -3.162 3.072
9 Br 3.522 -0.725 3.727
10 C 1.054 -2.131 -1.345
11 C 1.650 -2.908 -2.619
12 I 1.954 -5.103 -2.409
13 C 2.892 -2.165 -3.366
14 C 3.690 -3.186 -4.362
15 C -0.581 -1.879 -1.421
16 B -1.071 -0.629 -0.449
17 O -0.869 0.781 -0.842
18 O -1.605 -0.745 0.874
19 C -1.484 0.480 1.657
20 B -0.884 -1.039 -2.842
21 O 0.186 -0.289 -3.522
22 N -2.225 -0.917 -3.480
23 C -2.750 0.498 -3.465
24 C -2.026 -1.208 -4.969
25 C -1.435 -3.232 -1.302
26 O -1.339 -3.810 -2.672
27 C -2.547 -4.041 -3.313
28 N -3.645 -4.187 -3.818
29 P -3.173 -3.204 -0.586
30 O -3.260 -3.088 1.143
31 O -3.989 -4.742 -0.729
32 S -4.413 -1.895 -1.275
33 O -0.774 -4.317 -0.534
34 S 0.257 -3.835 0.662
35 O 0.891 -5.135 1.171
36 O -0.408 -3.277 1.921
37 H 6.198 -0.993 -0.630
38 H 7.016 -2.269 0.446
39 H 7.435 -2.098 -1.422
40 H 5.227 -2.922 -2.125
41 H 5.580 -4.075 -0.626
42 H 4.571 -2.093 0.864
43 H 3.826 -1.297 -0.605
44 H 3.100 -3.961 0.785
45 H 0.788 -1.049 1.647
46 H 2.328 -0.523 0.835
47 H 1.472 -1.046 -1.440
48 H 0.915 -3.013 -3.515
49 H 2.412 -1.398 -4.098
50 H 3.572 -1.557 -2.694
51 H 2.928 -3.803 -4.982
52 H 4.297 -2.580 -5.129
53 H 4.373 -3.913 -3.805
54 H -1.738 1.210 -1.008
55 H -2.190 1.320 1.337
56 H -1.763 0.230 2.757
57 H -0.373 0.805 1.706
58 H 0.635 0.311 -2.882
59 H -1.891 1.253 -3.303
60 H -3.274 0.788 -4.445
61 H -3.457 0.634 -2.554
62 H -1.279 -2.068 -5.140
63 H -1.604 -0.237 -5.419
64 H -3.052 -1.415 -5.437
65 H -4.217 -3.135 1.370
66 H -4.678 -4.596 -1.424
67 C 7.106 2.872 3.557
68 C 5.864 2.941 4.428
69 O 5.601 1.734 5.138
70 C 6.609 1.299 6.043
71 C 6.907 2.298 7.146
72 H 7.025 2.051 2.840
73 H 7.236 3.808 3.006
74 H 8.009 2.704 4.147
75 H 4.995 3.121 3.789
76 H 5.914 3.785 5.125
77 H 7.519 1.034 5.493
78 H 6.243 0.373 6.494
79 H 7.289 3.242 6.750
80 H 7.657 1.896 7.832
81 H 5.999 2.526 7.711
82 C -8.679 0.164 -4.604
83 C -7.280 0.745 -4.513
84 O -6.282 -0.223 -4.205
85 C -6.131 -1.292 -5.131
86 C -5.760 -0.834 -6.531
87 H -8.949 -0.335 -3.670
88 H -9.407 0.956 -4.801
89 H -8.764 -0.574 -5.405
90 H -7.255 1.482 -3.706
91 H -7.013 1.282 -5.430
92 H -7.035 -1.910 -5.144
93 H -5.330 -1.928 -4.743
94 H -6.533 -0.202 -6.973
95 H -5.617 -1.696 -7.188
96 H -4.834 -0.250 -6.510
97 C 3.535 6.965 5.473
98 C 4.047 6.525 6.833
99 O 5.467 6.423 6.898
100 C 6.199 7.615 6.644
101 C 5.881 8.741 7.612
102 H 3.875 6.277 4.695
103 H 2.441 6.987 5.468
104 H 3.889 7.962 5.206
105 H 3.653 5.529 7.052
106 H 3.680 7.184 7.627
107 H 6.052 7.933 5.607
108 H 7.257 7.355 6.740
109 H 4.836 9.050 7.551
110 H 6.501 9.615 7.396
111 H 6.068 8.423 8.642
112 C 7.527 1.802 -3.942
113 C 6.944 0.443 -4.287
114 O 5.521 0.411 -4.257
115 C 4.850 1.290 -5.152
116 C 5.177 1.037 -6.612
117 H 7.188 2.124 -2.954
118 H 8.620 1.756 -3.940
119 H 7.227 2.569 -4.658
120 H 7.285 -0.286 -3.547
121 H 7.309 0.090 -5.258
122 H 5.049 2.331 -4.877
123 H 3.779 1.131 -4.997
124 H 6.237 1.194 -6.827
125 H 4.604 1.712 -7.253
126 H 4.938 0.005 -6.884
127 C -12.149 -0.539 -1.676
128 C -12.581 0.832 -2.163
129 O -12.483 0.991 -3.575
130 C -13.263 0.103 -4.366
131 C -14.755 0.206 -4.102
132 H -11.121 -0.749 -1.984
133 H -12.205 -0.589 -0.585
134 H -12.780 -1.333 -2.079
135 H -11.925 1.587 -1.722
136 H -13.595 1.071 -1.827
137 H -12.909 -0.925 -4.238
138 H -13.070 0.367 -5.409
139 H -15.007 -0.059 -3.073
140 H -15.306 -0.466 -4.765
141 H -15.103 1.230 -4.270
142 C -0.991 -2.361 8.702
143 C -1.209 -1.462 7.498
144 O 0.001 -1.024 6.890
145 C 0.858 -2.043 6.386
146 C 0.213 -2.903 5.315
147 H -0.382 -1.853 9.454
148 H -1.950 -2.632 9.152
149 H -0.476 -3.285 8.433
150 H -1.736 -0.560 7.821
151 H -1.852 -1.945 6.754
152 H 1.239 -2.656 7.210
153 H 1.726 -1.533 5.956
154 H -0.655 -3.446 5.695
155 H 0.926 -3.638 4.936
156 H -0.129 -2.284 4.480

These are the Mulliken partial charges, in e, on atoms 1 to 99: C -1.06; C 0.19; C -0.64; N 0.43; C -0.61; C -0.08; C 0.19; O -0.43; Br -0.25; C -0.40; C -2.18; I 0.03; C 0.48; C -1.47; C 0.40; B 1.08; O -0.61; O -0.63; C -0.81; B 0.18; O -0.69; N 0.31; C -0.74; C -1.20; C 1.06; O -0.24; C 0.68; N -0.67; P 0.45; O -0.44; O -0.55; S -0.32; O -0.56; S 1.79; O -0.83; O -0.56; H 0.23; H 0.31; H 0.33; H -0.17; H 0.30; H 0.19; H 0.20; H 0.52; H -0.22; H 0.71; H 0.62; H 0.72; H 0.18; H 0.28; H 0.37; H 0.25; H 0.36; H 0.24; H 0.24; H 0.21; H 0.27; H 0.43; H 0.22; H 0.21; H 0.10; H 0.31; H 0.48; H -0.07; H 0.34; H 0.41; C -1.15; C 0.05; O -0.35; C -0.39; C -0.99; H 0.28; H 0.42; H 0.27; H 0.34; H -0.02; H 0.33; H 0.31; H 0.23; H 0.41; H 0.27; C -0.99; C -0.52; O -0.26; C 0.12; C -1.24; H 0.26; H 0.44; H 0.27; H 0.32; H 0.34; H 0.35; H -0.09; H 0.39; H 0.40; H 0.28; C -0.99; C -0.37; O -0.39